w | 6
Properties=species:S:1:pos:R:3 method="wB97M-V/def2-TZVPD" charge=-1 spin_multiplicity=1
N -0.16986 0.65078 -0.29778
C 0.15051 -0.59089 0.30732
O 1.02268 -0.58148 1.20827
O -0.45623 -1.54928 -0.16171
H -0.81043 0.56915 -1.05992
H 0.26334 1.50173 0.00382

x | 6
Properties=species:S:1:pos:R:3 method="wB97M-V/def2-TZVPD" charge=-1 spin_multiplicity=1
N 0.21697 0.06520 -0.84409
C 0.76279 -1.00110 -0.94721
O -0.79250 1.37660 1.20481
O 1.18899 -1.95588 -1.50340
H -0.96381 1.11078 2.11262
H -0.41243 0.40440 -0.02272

The winner here is w, beating the second structure by 33.6 kcal/mol.

w | 10
Properties=species:S:1:pos:R:3 method="wB97M-V/def2-TZVPD" spin_multiplicity=1
C -0.45407 2.32174 0.07233
C -0.91643 1.22480 0.63698
F -0.14252 0.45213 1.41050
Cl -2.50405 0.59395 0.47427
H 0.56323 2.62630 0.23609
H -1.08038 2.93117 -0.54892
O -0.10243 -2.75707 -0.26518
C 0.99982 -2.42617 -0.53122
Cl 2.25590 -3.56706 -0.91960
H 1.38093 -1.39979 -0.56524

x | 10
Properties=species:S:1:pos:R:3 method="wB97M-V/def2-TZVPD" spin_multiplicity=1
C -0.28171 -1.18656 0.85106
C -1.02992 0.07658 0.80904
C 1.11549 0.60030 -1.90181
O 0.13049 -0.00360 1.50660
F 1.04535 1.60584 -2.80251
Cl -0.82873 1.05429 -0.62065
Cl 2.35909 1.09065 -0.85654
H 0.04929 -1.62207 -0.07116
H -1.86299 0.20333 1.54595
H -0.69635 -1.81877 1.54002

The winner here is w, beating the second structure by 92.5 kcal/mol.

w | 14
Properties=species:S:1:pos:R:3 method="wB97M-V/def2-TZVPD" spin_multiplicity=1
C -0.31690 -2.51732 -3.74708
N 0.21669 -1.51848 -3.21251
H -1.32936 -2.76340 -3.43564
H 0.12499 -3.19317 -4.47612
H 1.16394 -1.30857 -3.51782
C -0.26216 0.01821 1.40867
S -0.88817 1.71592 1.51686
C 0.29163 2.52003 2.64505
H -1.10198 -0.62664 1.61807
H 0.52638 -0.17439 2.12496
H 0.13127 -0.24369 0.42664
H 0.19362 3.57166 2.42811
H -0.04311 2.38940 3.67587
H 1.29315 2.13042 2.54494

x | 14
Properties=species:S:1:pos:R:3 method="wB97M-V/def2-TZVPD" spin_multiplicity=1
C 0.86577 -1.12477 -1.71340
C 0.37615 -0.42643 -0.49208
C -0.90658 -0.24842 -0.19068
N -1.37622 0.38323 1.00477
H 0.07586 -1.59772 -2.30477
H 1.35324 -0.40426 -2.38440
H 1.60250 -1.88273 -1.43264
H 1.14916 -0.10891 0.21108
H -1.64637 -0.66187 -0.87303
H -2.35910 0.61395 0.95394
H -1.18239 -0.16624 1.83442
S 0.69272 1.97497 2.34847
H -0.38243 1.44937 1.46950
H 1.73768 2.19983 1.56881

y | 14
Properties=species:S:1:pos:R:3 method="wB97M-V/def2-TZVPD" spin_multiplicity=1
C -0.35494 0.62979 -2.88600
N 0.22177 0.78634 -1.57652
C -0.27839 -0.02683 -0.48002
C 0.73384 -0.06759 0.70834
S -0.10964 -0.67533 2.20111
H 0.16853 1.30558 -3.57794
H -1.42049 0.90993 -2.92081
H -0.35548 -0.39655 -3.29317
H 1.23038 0.70543 -1.58193
H -1.15936 0.45477 -0.01998
H -0.64281 -1.05909 -0.68471
H 1.50191 -0.82652 0.49372
H 1.00390 0.97737 0.87946
H -1.07862 0.82456 1.96185

The winner here is x, beating the second structure by 1.4 kcal/mol.

w | 14
Properties=species:S:1:pos:R:3 method="wB97M-V/def2-TZVPD" spin_multiplicity=1
C -1.70723 2.90937 0.36029
N -0.70096 2.89588 -0.42313
H -2.63230 2.49196 -0.03320
H -1.58899 3.17445 1.41382
H -0.02784 3.58849 -0.08872
C 0.79750 -0.46556 1.06737
S 1.11504 -1.73644 -0.15690
C -0.55928 -1.70830 -0.91474
H 0.64627 0.56707 0.76505
H -0.09396 -0.84475 1.56966
H 1.59698 -0.51452 1.81249
H -1.29022 -1.70506 -0.09983
H -0.72157 -2.56157 -1.56593
H -0.68042 -0.81144 -1.52304

x | 14
Properties=species:S:1:pos:R:3 method="wB97M-V/def2-TZVPD" spin_multiplicity=1
C -3.24316 -1.84161 -1.24658
N -3.43778 -0.65152 -1.75484
H -2.19357 -2.02924 -0.92578
H -3.80040 -2.71154 -1.43331
H -2.49647 -0.18800 -1.91945
C 2.66724 1.59054 -0.09642
C 2.29559 0.43147 0.92151
S 0.53449 0.18224 1.09769
H 1.66359 2.02309 -0.19670
H 2.93974 1.13267 -1.19756
H 3.46231 2.28927 0.29179
H 2.28535 0.64531 1.96178
H 2.85284 -0.55751 0.92790
H 0.48122 -0.04155 -0.25896

The winner here is w, beating the second structure by 30.2 kcal/mol.